Density functional theory data (the ωB97M-V functional and the def2-TZVPD basis) for an isolated ion of composition C7H13N4OS and charge +1 in a non-equilibrium geometry.

## Properties
Electronic energy ... -966.627829 a.u.
F_max ... 0.0888 hartree/bohr
LUMO level ... -3.7 eV
Highest occupied orbital energy ... -11.33 eV
Gap between HOMO and LUMO ... 7.58 eV
Molecular weight ... 201.275 g/mol
Charge ... +1

Element x y z (Å)
N -4.705513 1.039075 0.235564
C -3.681358 0.223621 0.035820
C -3.789892 -1.153347 -0.374929
N -2.537266 -1.632203 -0.491942
N -1.688444 -0.732536 -0.101387
C -0.175424 -1.015460 0.659835
N 0.648237 -0.014715 0.494792
C 1.588786 -0.022604 -0.600186
C 2.964896 -0.681672 -0.101866
C 3.604634 0.402491 0.827565
S 3.093026 2.032030 0.171421
C 2.038326 1.301046 -1.102659
O -2.427453 0.437086 0.296863
H -5.696200 0.846120 0.185558
H -4.356368 1.988767 0.462726
H -4.558403 -1.685667 -0.772729
H -0.539560 -1.250859 1.680887
H 0.124015 -1.918143 0.133900
H 0.590822 0.836161 1.139981
H 1.160668 -0.514734 -1.534408
H 3.573767 -0.751367 -0.921587
H 2.766227 -1.688016 0.303408
H 3.207244 0.258998 1.847681
H 4.686033 0.346297 0.728320
H 2.655979 1.186876 -2.006188
H 1.453214 2.162755 -1.196444

Cartesian forces, eV/Å:
2.4060 2.6390 0.6003
-1.8246 -4.1706 -0.3757
3.6681 1.7315 0.0954
-0.1318 1.4560 1.2080
-1.7713 -0.9641 -1.0689
-1.2166 -1.2777 1.2078
0.4966 3.0166 1.2878
0.9608 -1.1097 -1.2919
-2.5883 1.3333 1.2723
-0.6679 -0.9876 -0.0860
0.5028 -0.4373 0.8282
2.1415 0.7492 0.1695
0.7388 1.0804 0.2782
0.4130 -0.3077 -0.1997
-1.2446 -0.6752 -0.0571
-2.2392 -1.2092 -0.7620
0.2397 0.4173 -0.6257
-0.3446 -0.0410 -0.1645
0.3670 -1.7142 -1.4220
0.2361 -0.0403 1.4724
1.5042 -0.5259 -2.2088
0.3342 0.5491 0.2265
0.6851 0.2717 -0.3073
-0.0445 -0.1601 0.5968
-0.4924 -0.1746 0.1714
-2.1282 0.5510 -0.8448

The molecule's Mulliken atomic charges, reported in e, are given here: N -0.375; C 0.599; C -0.371; N -0.760; N 0.768; C -0.660; N -0.001; C -0.066; C -0.828; C -0.610; S -0.156; C -0.896; O -0.319; H 0.230; H 0.263; H 0.455; H 0.396; H 0.375; H 0.362; H 0.329; H 0.439; H 0.364; H 0.286; H 0.441; H 0.358; H 0.377

***

Density functional theory data (the ωB97M-V functional and the def2-TZVPD basis) for an isolated ion of composition C7H13N6O3P2S2 and charge +1 in a non-equilibrium geometry.

## Properties
Electronic energy ... -2307.579940 a.u.
F_max ... 0.0919 hartree/bohr
LUMO level ... -4.8 eV
Highest occupied orbital energy ... -12.45 eV
Gap between HOMO and LUMO ... 7.64 eV
Molecular weight ... 355.302 g/mol
Charge ... +1

Element x y z (Å)
C -3.734707 -0.471267 0.665998
P -2.721835 -0.990524 -0.833362
C -3.270455 0.230973 -2.139926
N -0.983451 -0.560525 -0.582368
N -0.457146 0.463571 -1.143282
N 0.826673 0.569236 -0.842299
C 1.071102 -0.489168 -0.024681
C 2.470981 -0.672547 0.549921
C 2.674070 0.453765 1.648767
S 3.712284 1.860230 1.085185
C 2.732029 2.905081 0.042166
N 1.933187 3.922482 0.344293
N 1.456304 4.410726 -0.801793
C 1.933688 3.729565 -1.825304
O 2.730975 2.782265 -1.301077
N -0.064592 -1.244079 0.140912
P -0.229472 -2.728789 1.063417
O 1.082640 -2.942781 2.018542
O -0.233009 -4.014062 0.039194
S -1.796942 -2.840825 2.155895
H -4.187143 0.531516 0.504708
H -4.555414 -1.202341 0.774223
H -3.068871 -0.404195 1.543879
H -2.853595 1.241585 -1.921698
H -2.927711 -0.068818 -3.145030
H -4.372666 0.359525 -2.082879
H 3.208027 -0.477528 -0.259529
H 2.686383 -1.688840 0.922210
H 3.192764 0.045605 2.540156
H 1.694502 0.837296 2.010191
H 1.771709 3.866846 -2.895792
H 0.805038 -3.683472 2.598102
H -0.525348 -3.730508 -0.848740

Cartesian forces, eV/Å:
0.6775 1.1662 -0.4433
-2.3294 -1.3519 -0.5647
0.8692 0.8951 0.5608
-1.0204 0.8659 0.2016
0.4952 0.4930 0.0768
-0.9491 -1.9473 1.0420
1.5127 0.2672 -0.5849
-0.0610 0.3735 0.0551
-0.6700 -0.0668 -0.1495
-0.0422 0.3111 -0.1374
-1.7282 1.2072 -0.3806
1.1821 -1.4836 0.8430
-0.9101 0.8656 -1.9687
0.0711 0.2391 3.2057
1.3918 -1.5710 -1.5895
2.7478 1.1566 -0.2344
-2.0094 -3.6103 2.2934
-0.6733 0.6756 -2.0759
0.9306 2.6216 -0.1005
0.2218 0.7106 -0.4483
0.3582 -0.5691 0.0243
0.6853 0.1121 0.0807
-0.6135 -0.3042 -0.2498
-0.2359 -0.6344 -0.1635
-0.3275 0.0091 0.5150
0.6503 -0.5567 -0.0202
-0.6936 -0.0963 0.3260
-0.4272 0.5720 -0.0240
-0.1146 0.2891 -0.6550
0.6451 -0.2070 -0.2001
0.2277 -0.2269 0.5881
0.1639 0.3288 0.0454
-0.0250 -0.5339 0.1324

The molecule's Mulliken atomic charges, reported in e, are given here: C -0.970; P 0.128; C -1.037; N 0.758; N -0.346; N -0.187; C 0.058; C -0.534; C -0.706; S -0.120; C 0.491; N -0.304; N -0.373; C 0.100; O -0.224; N 0.041; P 0.641; O -0.491; O -0.461; S -0.296; H 0.373; H 0.319; H 0.332; H 0.361; H 0.347; H 0.378; H 0.387; H 0.455; H 0.337; H 0.433; H 0.385; H 0.369; H 0.357

***

Density functional theory data (the ωB97M-V functional and the def2-TZVPD basis) for a 2-piece molecular cluster, C7H13NO overall.

## Properties
Electronic energy ... -404.457102 a.u.
F_max ... 0.0102 hartree/bohr
LUMO level ... 0.9 eV
Highest occupied orbital energy ... -9.12 eV
Gap between HOMO and LUMO ... 9.99 eV
Molecular weight ... 127.187 g/mol
Charge ... 0

Element x y z (Å)
C 1.873054 -0.483234 1.551403
C 1.714971 -0.181488 0.085419
O 1.857461 -1.011030 -0.779269
C 1.332709 1.256258 -0.239871
N 0.795517 1.447740 -1.571717
H 2.442508 -1.398143 1.692662
H 2.349406 0.344341 2.069771
H 0.877207 -0.624652 1.969844
H 0.606548 1.611184 0.494418
H 2.237627 1.867972 -0.139485
H 1.445637 1.062409 -2.251332
H -0.066098 0.914800 -1.660620
C -1.113778 -2.356758 -0.645791
C -1.558859 -1.032765 -0.267262
C -1.926876 0.066868 0.037037
C -2.378163 1.395183 0.401137
H -1.701086 -2.720223 -1.488894
H -1.232390 -3.045715 0.190559
H -0.062942 -2.326914 -0.933646
H -1.876193 2.144751 -0.211409
H -2.162408 1.592226 1.452022
H -3.453852 1.477189 0.245026

Cartesian forces, eV/Å:
0.1510 -0.2745 -0.1558
-0.1178 0.2646 0.2911
0.0808 -0.0699 -0.0442
-0.0802 -0.0952 -0.5081
-0.0164 0.0761 -0.0891
0.0288 -0.0210 0.0101
0.0173 0.1051 0.1004
-0.1170 0.0475 0.0647
0.1095 0.0063 0.1011
-0.0526 -0.0276 0.1915
-0.1471 0.0153 0.0619
0.1261 -0.0185 -0.0214
0.0883 -0.2698 -0.0971
-0.0515 0.3019 0.0711
0.1137 -0.2564 -0.0397
-0.0860 0.1734 0.0638
0.0265 -0.0991 0.0092
0.0189 -0.0864 -0.0538
-0.0145 -0.0986 -0.0132
-0.0383 0.1044 0.0395
-0.0440 0.1032 -0.0162
0.0044 0.1189 0.0340

The molecule's Mulliken atomic charges, reported in e, are given here: C -1.200; C 0.943; O -0.584; C -0.786; N -0.625; H 0.354; H 0.364; H 0.277; H 0.270; H 0.391; H 0.281; H 0.282; C -1.368; C 0.670; C 0.380; C -1.511; H 0.321; H 0.300; H 0.260; H 0.327; H 0.318; H 0.337

***

Density functional theory data (the ωB97M-V functional and the def2-TZVPD basis) for a 3-piece molecular cluster, C7H13NO2 overall in a non-equilibrium geometry.

## Properties
Electronic energy ... -479.548981 a.u.
F_max ... 0.0373 hartree/bohr
LUMO level ... 0.8 eV
Highest occupied orbital energy ... -7.65 eV
Gap between HOMO and LUMO ... 8.43 eV
Molecular weight ... 143.186 g/mol
Charge ... 0

Element x y z (Å)
C -1.329302 1.056509 -0.276834
C -2.032784 2.264723 0.339941
O -1.692423 -0.162171 0.398015
C -1.577109 0.952690 -1.715276
C -1.802011 0.840372 -2.889512
H -2.598172 -0.397611 0.163274
H -0.251365 1.117113 -0.102227
H -1.811013 2.303998 1.406377
H -1.682677 3.187365 -0.125214
H -3.113823 2.198496 0.200491
H -1.996111 0.721112 -3.926180
C 1.732311 -1.021803 -0.772357
C 2.390344 -0.626063 1.517205
N 1.310348 -0.628301 0.555821
C 0.163330 -2.259578 1.157159
O 0.731142 -3.261760 1.205720
H -0.035660 -1.095968 0.951913
H 2.917092 -1.594518 1.582483
H 2.273719 -1.983433 -0.798939
H 0.863753 -1.096796 -1.433414
H 2.400428 -0.267221 -1.207948
H 2.002695 -0.383237 2.510568
H 3.137289 0.136083 1.258933

Cartesian forces, eV/Å:
-0.0288 0.0040 0.3590
0.0799 -0.0928 -0.0334
-0.0099 0.3201 -0.1840
-0.0768 -0.1071 -0.3610
0.0381 -0.0022 0.3242
0.0659 0.0270 -0.0088
-0.0589 0.0556 -0.0501
-0.0192 -0.0194 -0.0271
-0.0147 -0.0453 -0.0121
0.0357 -0.0101 -0.0021
-0.0049 0.0335 -0.0748
-0.0962 0.0647 0.1153
-0.2420 -0.0963 -0.0210
-0.8343 0.1044 0.0237
-0.1815 -1.8580 0.4509
-0.1534 0.9878 -0.1350
1.5429 0.6983 -0.4338
-0.0075 0.0358 -0.0341
-0.0454 0.0165 0.0573
0.0045 -0.0238 0.0146
-0.0015 -0.0379 0.0222
0.0390 0.0038 -0.0141
-0.0313 -0.0585 0.0241

The molecule's Mulliken atomic charges, reported in e, are given here: C 0.696; C -1.486; O -0.549; C -0.770; C 0.137; H 0.316; H 0.190; H 0.385; H 0.347; H 0.333; H 0.449; C -1.080; C -0.997; N -0.404; C 0.209; O -0.270; H 0.560; H 0.321; H 0.379; H 0.313; H 0.312; H 0.320; H 0.288

***

Density functional theory data (the ωB97M-V functional and the def2-TZVPD basis) for a 2-piece molecular cluster, C7H13NO4 overall in a non-equilibrium geometry.

## Properties
Electronic energy ... -630.155236 a.u.
F_max ... 0.0439 hartree/bohr
LUMO level ... -1.8 eV
Highest occupied orbital energy ... -7.24 eV
Gap between HOMO and LUMO ... 5.44 eV
Molecular weight ... 175.184 g/mol
Charge ... 0

Element x y z (Å)
C 2.760797 1.189840 0.804373
C 2.395117 -0.077138 0.038768
O 1.214792 -0.707473 0.528260
C -0.017167 -0.315900 -0.041872
C -0.102668 0.995640 -0.776262
N -0.491630 1.968318 -0.054891
C -0.760274 1.545117 1.325948
C -0.950273 0.030328 1.173067
H 2.724830 0.989368 1.869942
H 2.158626 2.051029 0.526026
H 3.790985 1.435642 0.551066
H 2.397867 0.073542 -1.043156
H 3.201585 -0.777153 0.242847
H -0.535296 -1.063621 -0.658572
H 0.129643 1.139854 -1.821631
H -0.558115 2.891353 -0.470461
H 0.032458 1.792770 2.021709
H -1.691779 1.974748 1.685342
H -1.970026 -0.297159 1.001695
H -0.459513 -0.429801 2.021679
C -2.860517 -2.674222 -1.473607
O -3.896300 -3.219675 -1.881668
O -1.704567 -3.021262 -2.200555
O -2.683069 -1.871394 -0.539616
H -2.125505 -3.622750 -2.828432

Cartesian forces, eV/Å:
0.1219 -0.1778 -0.5294
0.5774 -0.1726 0.4856
0.2960 0.5279 -1.0332
-1.9364 0.0125 1.1615
0.9588 -0.5044 -0.4161
0.3001 -0.1251 -0.3400
-1.5737 -0.4133 0.6565
1.4068 0.1645 -0.3931
-0.1529 0.1172 0.1512
-0.1533 0.1122 0.2055
0.0897 0.1079 0.0180
-0.2616 0.0075 -0.0807
-0.0586 -0.2775 -0.1126
0.3718 -0.3929 0.0323
-0.0102 0.1158 -0.1309
-0.2259 0.1377 0.4460
0.3650 0.3141 -0.2690
0.0811 0.4243 -0.1105
-0.0867 -0.0175 -0.0350
-0.4748 -0.4475 0.1955
-0.6763 -0.1012 -0.0080
0.1479 0.1063 0.1087
-0.0346 0.0536 -0.0110
0.5455 0.5377 0.2257
0.3828 -0.1094 -0.2171

The molecule's Mulliken atomic charges, reported in e, are given here: C -1.056; C -0.260; O -0.382; C 0.464; C -0.431; N 0.050; C -0.498; C -0.808; H 0.257; H 0.260; H 0.416; H 0.284; H 0.400; H 0.177; H 0.456; H 0.277; H 0.249; H 0.408; H 0.389; H 0.350; C 0.634; O -0.736; O -0.518; O -0.678; H 0.297